No. 1
17
Properties=species:S:1:pos:R:3:forces:R:3 method="wB97M-V/def2-TZVPD" homo_lumo_gap_ev=8.73 max_force_ev_per_a=5.28 e_above_lowest_ev=1.070 charge=+1
C 1.21742 -0.30882 -1.99889 -1.482 -0.446 3.615
C 0.78904 0.94938 -0.11416 0.918 -1.429 -0.416
C 0.43154 -1.72037 -0.20745 0.399 0.271 -0.867
C -0.40811 0.42370 0.25913 -0.164 3.175 3.349
N 0.58200 -1.29561 -1.40157 -1.311 -3.719 2.456
N 1.23818 0.78033 -1.36362 0.677 2.878 -0.203
N -1.56180 0.32406 -0.43426 -0.976 -0.363 -2.157
N -0.84576 0.92851 1.72558 5.046 -1.261 -0.934
Cl 2.05827 1.31609 1.02633 -0.653 0.571 0.025
Cl 1.70407 -1.91785 1.00271 -0.193 -0.252 -0.668
H 1.44541 -0.47292 -2.94763 1.596 -0.066 -4.156
H -0.52283 -2.06673 0.26291 0.792 0.033 -1.047
H -1.45600 0.46757 -1.45657 -0.272 -0.202 1.017
H -2.07466 -0.52634 -0.21793 -0.139 0.118 -0.463
H -1.09998 0.09893 2.26439 0.039 0.617 0.440
H -1.55954 1.55773 1.55281 -2.183 1.492 -0.082
H 0.06275 1.46234 2.04822 -2.094 -1.417 0.091

=====

No. 2
18
Properties=species:S:1:pos:R:3:forces:R:3 method="wB97M-V/def2-TZVPD" homo_lumo_gap_ev="8.11 / 8.11" max_force_ev_per_a=5.05 e_above_lowest_ev=3.842
C 0.33550 1.29260 -0.38354 -1.780 0.150 -0.826
C 2.65013 1.53334 0.04660 -1.020 2.172 3.033
C -0.57596 -2.39988 0.33943 1.165 -0.390 3.003
C -1.00886 -0.64705 -1.07180 -0.350 5.030 0.302
O 0.18003 2.43085 -0.68447 0.159 0.131 -0.363
O -2.36840 1.77451 -0.13181 -0.045 -0.342 -0.408
O 1.40915 0.74158 0.07379 2.153 -1.199 0.180
O -0.36316 -1.69558 -0.90520 0.565 -3.269 1.536
P -1.86586 0.42666 0.11564 -0.019 -0.186 -0.102
Cl -3.55652 -0.77337 0.23937 -0.331 -0.124 0.361
Cl -1.05206 0.20519 1.97301 -0.320 -0.092 0.080
H 2.35793 2.58161 -0.30899 0.678 -1.514 0.611
H 3.39243 1.09624 -0.56450 0.437 -0.731 -0.768
H 3.04758 1.55932 1.17342 -0.924 0.054 -2.562
H -0.41023 -3.44867 0.18272 -0.213 -0.454 -0.728
H -1.57332 -2.28192 0.92267 1.702 0.254 -1.682
H 0.30338 -2.14399 1.04430 -1.530 0.064 -1.087
H -0.90178 -0.25143 -2.06064 -0.328 0.445 -0.580

=====

No. 3
14
Properties=species:S:1:pos:R:3:forces:R:3 method="wB97M-V/def2-TZVPD" homo_lumo_gap_ev="7.40 / 7.39" max_force_ev_per_a=4.80 e_above_lowest_ev=2.875
C -0.90690 0.09960 -0.60635 0.930 -2.097 -4.218
C -0.11432 -0.98174 0.08216 -0.170 -3.057 -0.543
C -0.08838 1.30715 -0.47996 0.096 3.001 -1.479
C 1.39165 1.11141 -0.25236 -0.843 -0.290 -2.270
P 1.65987 -0.50555 0.35241 -0.131 -1.463 1.092
Cl -0.56240 2.00314 1.06165 -0.055 1.260 1.588
Cl 1.64274 0.01276 -2.72137 -0.039 0.873 1.579
H -0.82772 -0.21008 -1.71708 -0.286 0.760 1.435
H -1.98079 0.21671 -0.44048 0.437 0.059 0.646
H -0.63540 -1.28349 0.97037 0.283 -0.077 0.951
H -0.04190 -1.97379 -0.49943 -0.398 1.619 0.435
H -0.29783 2.07929 -1.25844 0.222 -0.603 0.605
H 2.13721 1.91907 -0.30259 -0.667 -0.304 -0.011
H 1.35889 -0.13348 1.69106 0.621 0.320 0.190

=====

No. 4
14
Properties=species:S:1:pos:R:3:forces:R:3 method="wB97M-V/def2-TZVPD" homo_lumo_gap_ev=10.04 max_force_ev_per_a=3.42 e_above_lowest_ev=0.788
C 0.63927 1.69881 -0.02341 0.640 0.122 1.113
C 0.36546 0.19822 0.04990 -0.903 0.381 -0.670
C -1.15618 -0.06202 -0.04134 -0.830 -1.535 2.945
C 1.30404 -0.76438 0.04580 -0.617 0.852 -0.343
H -0.20583 2.23078 -0.60282 1.669 -0.858 0.665
H 0.56962 2.09249 1.07355 0.371 -0.380 -1.968
H 1.70334 1.81789 -0.44556 -1.811 0.489 0.618
H -1.79185 0.38457 0.84523 1.826 -0.274 -1.261
H -1.61335 0.43696 -0.87746 0.167 -0.066 -0.756
H -1.27480 -1.95966 -0.89331 -0.286 0.466 2.319
H -1.05597 -1.91472 0.86141 -0.579 0.170 -1.484
N -1.55289 -1.50569 0.03785 0.607 0.291 -1.475
F 1.05199 -2.07679 -0.03100 -0.181 -0.145 0.182
Cl 3.01716 -0.57646 0.00117 -0.072 0.487 0.115

=====

No. 5
14
Properties=species:S:1:pos:R:3:forces:R:3 method="wB97M-V/def2-TZVPD" homo_lumo_gap_ev="8.07 / 8.08" max_force_ev_per_a=4.55 e_above_lowest_ev=6.101
C 0.17597 -0.35952 -1.36663 0.409 -0.967 0.485
C 1.02734 -1.29134 -0.51620 0.963 2.084 2.665
C -1.28767 -0.73454 -1.24073 1.167 1.836 -3.791
C 1.33859 0.83081 1.74180 0.859 -4.415 0.658
N 0.55293 0.73322 -0.46265 -0.659 0.236 -1.606
N 1.00398 -0.09180 0.39590 0.516 0.464 1.104
Cl 0.61288 -2.83868 0.08811 -0.163 -0.382 0.199
H 0.52818 -0.41053 -2.37662 0.210 0.971 -0.698
H -1.73356 -0.68331 -2.23817 -0.042 0.037 -0.031
H -1.77650 -0.01050 -0.70900 -1.447 1.103 2.058
H -1.27214 -1.71274 -1.00325 -0.959 -3.090 1.558
H 2.24663 0.40893 2.33760 -1.095 0.967 -1.710
H 0.53656 0.63404 2.51589 0.326 0.790 -1.518
H 1.44663 1.75980 1.20536 -0.085 0.366 0.628

=====

No. 6
15
Properties=species:S:1:pos:R:3:forces:R:3 method="wB97M-V/def2-TZVPD" homo_lumo_gap_ev=10.14 max_force_ev_per_a=4.09 e_above_lowest_ev=2.348
C -1.97495 -0.79781 0.11985 1.195 3.842 -0.743
C -0.75389 0.74047 0.00986 -1.671 -2.188 -0.262
C 1.51572 1.55972 -0.01615 -1.921 0.794 1.230
C 1.07809 -0.87632 -0.10125 -0.911 -3.183 1.547
N -1.77706 -2.01137 0.11364 -1.292 -1.445 1.132
N 0.54864 0.44595 -0.06676 -0.809 0.886 -0.205
O -1.32714 1.78919 -0.02156 0.636 -0.476 0.200
Cl -3.51847 0.11613 0.05884 0.079 -1.007 0.329
H 2.07668 1.53701 -0.90341 1.339 -0.375 -0.972
H 0.89526 2.55233 -0.17786 1.385 -1.903 1.329
H 2.12816 1.35215 0.93480 -0.717 1.191 -1.441
H 1.93459 -0.90880 -0.73085 0.705 0.158 -0.714
H 1.50419 -1.18291 0.97308 -1.174 0.367 -2.109
H 0.30041 -1.70440 -0.53429 1.937 2.285 1.477
H -2.63022 -2.61134 0.34205 1.219 1.055 -0.798

=====

No. 7
15
Properties=species:S:1:pos:R:3:forces:R:3 method="wB97M-V/def2-TZVPD" homo_lumo_gap_ev=10.51 max_force_ev_per_a=1.59 e_above_lowest_ev=2.779
C 1.23098 0.34363 0.74834 0.159 0.994 0.543
C 0.04760 0.19513 -0.15837 0.706 0.660 -0.842
C -0.79468 -0.93134 0.33013 0.744 -1.279 -0.573
C -2.22869 -0.97946 0.52300 -1.433 -0.559 0.370
H 3.50942 -1.35634 -0.43525 -0.887 1.073 -0.246
H 1.91782 -1.29149 -0.90976 0.737 0.421 -0.024
H 1.00090 0.89817 1.66659 0.361 -0.201 -0.189
H 0.37877 -0.01352 -1.21169 -0.480 0.133 0.980
H -0.15964 -1.71918 0.73345 -0.108 0.112 0.553
H -2.79062 -1.73949 1.13290 1.160 0.588 -0.451
H -2.81406 -0.06766 0.43926 0.270 0.076 -0.294
N 2.72074 -0.69698 -0.63246 0.023 -1.395 0.484
N 2.43109 -0.02373 0.56332 -0.207 -0.376 -0.243
O -1.61573 -1.47431 -0.67782 -1.141 0.102 -0.083
Cl -0.80652 1.78595 -0.24515 0.095 -0.349 0.016

=====

No. 8
15
Properties=species:S:1:pos:R:3:forces:R:3 method="wB97M-V/def2-TZVPD" homo_lumo_gap_ev=9.12 max_force_ev_per_a=3.31 e_above_lowest_ev=1.945
C 1.75201 -0.80065 1.17931 -0.438 1.739 0.964
C -0.16349 1.10356 -0.91662 -1.463 1.655 0.665
C -1.71381 0.99917 -0.54241 1.111 -0.542 0.899
C -1.26537 -0.37062 0.11679 -1.033 -0.881 -0.671
H 2.59452 -1.46076 1.22420 0.588 -0.156 0.088
H 2.06031 0.27582 1.28502 0.021 -1.102 0.769
H 1.01358 -1.09823 1.95899 0.421 0.247 -0.467
H 1.20402 -1.82432 -0.52289 -0.403 1.973 0.551
H -0.02517 1.22673 -1.96935 0.288 -0.612 -0.790
H 0.35076 1.95258 -0.43821 -0.070 -0.410 0.160
H -2.14175 1.70962 0.18538 0.571 -0.312 -0.330
N 1.24568 -0.81716 -0.15860 -1.040 -2.679 -1.653
N 0.00867 -0.18419 -0.29018 0.495 0.542 -0.328
S -2.05407 -1.65295 0.77908 0.542 0.799 -0.100
Cl -2.86590 0.94140 -1.89051 0.410 -0.262 0.242

=====

No. 9
15
Properties=species:S:1:pos:R:3:forces:R:3 method="wB97M-V/def2-TZVPD" homo_lumo_gap_ev=9.71 max_force_ev_per_a=5.76 e_above_lowest_ev=3.397 charge=+1
C -1.00783 -1.72409 -0.32636 -2.081 -1.700 -2.078
C 0.41826 -1.93812 -0.19598 1.331 0.848 -0.709
C -1.58621 -0.60659 0.12889 2.919 1.779 1.435
C 0.74544 -0.08309 1.08527 -0.890 1.637 1.182
N 1.21950 -1.13591 0.35682 1.175 -1.439 -0.040
N -0.47302 0.57619 0.69749 -4.964 -1.818 -2.293
N -0.42894 1.39068 -0.56050 1.678 0.951 0.167
Cl -3.13037 0.03285 0.27256 -0.131 -0.400 -0.384
H -1.50601 -2.53643 -1.04908 0.443 1.957 2.241
H 0.98462 -2.68894 -0.71852 -0.776 -0.878 -0.358
H 0.49355 -0.31757 2.13447 0.343 -0.383 -0.222
H 1.45150 0.69896 1.12406 1.288 0.922 0.261
H 0.10354 2.27823 -0.40613 0.035 -0.996 -0.088
H -1.29867 1.72730 -0.92937 -1.724 0.156 1.050
H -0.15026 0.91653 -1.41116 1.352 -0.636 -0.165

=====

No. 10
16
Properties=species:S:1:pos:R:3:forces:R:3 method="wB97M-V/def2-TZVPD" homo_lumo_gap_ev=7.92 max_force_ev_per_a=7.98 e_above_lowest_ev=3.158
C 2.28094 -0.41730 -0.46343 -3.397 -0.049 1.518
C 2.38947 0.93416 0.02341 -1.328 0.061 -1.447
C 0.23872 -0.43494 0.23670 7.636 1.842 -1.387
C -1.99328 -1.13584 -0.12893 -2.002 -1.071 -0.314
N 1.33231 1.64133 0.24903 -0.341 0.644 1.085
N 0.23364 0.84468 0.44180 0.014 -2.156 -0.540
N 3.52090 1.65178 -0.19820 -0.524 1.890 0.135
N -0.59796 -1.40245 0.09476 -2.007 -1.094 -0.777
Cl 3.36676 -1.58278 0.20693 0.107 -0.320 0.115
H -2.49070 -2.14700 -0.05518 0.177 1.196 -0.216
H -2.45668 -0.51175 0.63686 0.223 0.085 -0.094
H -2.16661 -0.72024 -1.15327 -0.014 -0.125 0.825
H -0.54990 1.33650 0.68948 -2.327 1.613 0.636
H 4.19168 0.97657 -0.41216 2.013 -0.080 -1.134
H 3.34854 2.53568 -0.75794 0.839 -1.862 0.979
H -0.34605 -1.97709 -0.69906 0.933 -0.575 0.617

=====

What did the fifth record say?
14
Properties=species:S:1:pos:R:3:forces:R:3 method="wB97M-V/def2-TZVPD" homo_lumo_gap_ev="8.07 / 8.08" max_force_ev_per_a=4.55 e_above_lowest_ev=6.101
C 0.17597 -0.35952 -1.36663 0.409 -0.967 0.485
C 1.02734 -1.29134 -0.51620 0.963 2.084 2.665
C -1.28767 -0.73454 -1.24073 1.167 1.836 -3.791
C 1.33859 0.83081 1.74180 0.859 -4.415 0.658
N 0.55293 0.73322 -0.46265 -0.659 0.236 -1.606
N 1.00398 -0.09180 0.39590 0.516 0.464 1.104
Cl 0.61288 -2.83868 0.08811 -0.163 -0.382 0.199
H 0.52818 -0.41053 -2.37662 0.210 0.971 -0.698
H -1.73356 -0.68331 -2.23817 -0.042 0.037 -0.031
H -1.77650 -0.01050 -0.70900 -1.447 1.103 2.058
H -1.27214 -1.71274 -1.00325 -0.959 -3.090 1.558
H 2.24663 0.40893 2.33760 -1.095 0.967 -1.710
H 0.53656 0.63404 2.51589 0.326 0.790 -1.518
H 1.44663 1.75980 1.20536 -0.085 0.366 0.628